20
Properties=species:S:1:pos:R:3:forces:R:3 method="wB97M-V/def2-TZVPD" orbital_gap_ev=9.6 e_homo_ev=-8.4 e_above_lowest_kj_mol=43.8 smiles=CCN1CCCC1 spin_multiplicity=1 total_charge=0 total_energy_ev=-7922.3793
N 0.199 -0.213 0.128 -0.205 0.593 -0.369
C 0.702 1.768 -0.922 -0.250 1.041 0.405
C 0.865 1.066 0.389 -0.097 -0.800 0.346
C -1.074 0.173 -0.502 -0.250 0.065 0.990
C -0.786 1.460 -1.268 1.625 0.367 -1.045
C 0.209 -2.586 0.643 -0.777 0.297 -1.182
C 0.122 -1.166 1.213 0.548 -0.713 -0.240
H -1.363 2.304 -0.905 -0.299 -0.133 0.056
H 1.140 -2.770 0.107 0.295 -0.103 0.553
H -1.504 -0.673 -1.023 -0.054 0.032 -0.438
H -0.797 -1.132 1.809 -0.092 0.512 0.082
H -0.096 -3.381 1.318 0.397 0.005 0.248
H -0.514 -2.626 -0.187 -0.099 -0.058 0.250
H -0.853 1.466 -2.358 -0.473 -0.446 0.071
H 0.979 -0.971 1.859 -0.106 -0.051 0.216
H 1.493 1.434 -1.593 -0.477 -0.262 -0.402
H 0.328 1.609 1.186 0.302 0.105 0.144
H 0.835 2.846 -0.796 0.064 -0.030 -0.104
H 1.917 0.911 0.627 -0.073 -0.007 0.358
H -1.802 0.480 0.276 0.022 -0.413 0.061

92
Properties=species:S:1:pos:R:3:forces:R:3 method="wB97M-V/def2-TZVPD" orbital_gap_ev="6.4 / 2.8" e_homo_ev="-15.0 / -15.0" spin_multiplicity=5 total_charge=+3 total_energy_ev=-137774.1162
Pd -1.264 0.119 0.530 1.854 1.418 -1.908
As 2.378 1.234 -1.545 2.514 -0.189 -0.904
S -3.069 1.330 -0.095 -0.235 0.207 0.270
P -1.738 -2.043 0.167 -2.513 -1.583 -2.302
O 0.835 0.946 -1.090 -2.385 -0.849 1.165
N -2.954 2.306 2.368 1.076 0.524 0.511
N -3.995 3.640 0.841 0.873 -0.174 -2.077
C -0.625 -3.251 -4.113 -0.178 0.284 0.268
C 3.183 2.616 -4.061 -1.300 -1.209 0.523
C -1.265 -2.503 -1.470 -0.305 -0.476 -1.133
C 3.180 -1.396 -0.513 -0.245 1.518 0.338
C 3.173 2.810 -5.425 0.410 -0.122 -0.852
C 0.958 -4.117 3.057 1.132 1.502 2.607
C 1.935 0.759 -5.702 0.673 0.043 0.827
C -0.074 -2.130 2.173 0.360 -0.610 0.237
C -0.646 -2.934 1.180 1.316 -0.605 1.006
C 4.445 2.644 0.097 -1.406 -0.089 -0.768
C -2.310 2.993 4.631 0.448 -0.834 0.889
C -2.881 3.293 3.306 -0.536 -0.919 -0.056
C 2.125 3.496 0.139 1.476 -0.678 0.576
C 1.093 -1.840 4.277 0.190 -2.021 0.486
C 5.372 -1.705 -2.176 0.465 0.232 -0.481
C 1.886 0.561 -4.308 -0.541 0.409 0.335
C 0.011 -2.980 -1.774 0.378 0.194 -0.070
C -5.482 -2.402 1.825 1.102 1.514 1.264
C -6.113 -3.337 1.067 -1.184 -0.004 -0.070
C 3.553 -0.341 -1.400 -0.954 -1.036 0.282
C -4.157 -2.031 1.501 -0.266 -0.086 0.907
C 0.520 -4.896 2.029 -0.974 0.947 -1.710
C 2.585 1.881 -6.257 -1.703 -1.158 0.921
C -2.232 -2.415 -2.493 0.076 0.201 0.053
C 2.435 1.547 -3.478 1.225 0.744 -0.487
C -3.312 2.572 1.105 -1.524 -0.541 0.221
C -1.953 -2.858 -3.788 1.291 0.078 0.891
C 3.796 4.532 1.535 0.026 -0.994 -1.126
C -3.443 -2.649 0.461 -0.740 0.718 0.707
C 5.010 -2.722 -1.337 -0.273 -0.215 0.260
C 4.744 3.588 1.060 0.402 1.240 0.555
C 2.491 4.475 1.085 -1.717 -0.410 0.257
C -5.453 -3.970 0.050 0.799 0.188 -0.443
C 0.846 -0.475 4.227 -0.233 0.571 -1.587
C 3.100 2.582 -0.340 -0.592 0.951 0.008
C 3.901 -2.576 -0.505 -0.181 -0.282 0.844
C -0.285 -0.742 2.108 -0.879 0.350 0.885
C -0.302 -4.283 1.029 0.542 -0.919 1.551
C -3.382 4.507 2.938 0.967 0.301 -0.019
C 4.626 -0.556 -2.276 -0.708 0.969 0.878
C 0.700 -2.708 3.213 -0.347 -0.114 -0.467
C -4.688 5.871 1.299 0.165 1.422 -0.862
C 0.357 -3.278 -3.097 -0.221 -0.078 -0.100
C -4.147 -3.610 -0.262 1.095 -1.349 -1.833
C -3.949 4.654 1.679 -1.354 1.030 1.125
C 0.147 0.068 3.126 1.163 -0.272 1.522
H -5.968 -4.712 -0.517 -0.108 -0.375 -0.467
H 3.731 3.271 -3.446 0.408 0.875 0.755
H -0.347 -3.492 -5.163 -0.314 0.086 0.979
H -3.216 5.334 3.598 -0.341 0.371 0.227
H -1.493 3.712 4.810 -0.073 -0.472 0.018
H 6.280 -1.756 -2.755 0.033 -0.283 -0.177
H -3.654 -4.104 -1.157 -0.660 0.544 1.302
H 3.630 -3.318 0.266 0.307 0.169 -0.683
H 4.061 5.356 2.158 0.468 0.081 0.643
H 5.162 1.999 -0.418 0.078 0.156 0.693
H 2.445 2.053 -7.305 0.448 0.046 -0.436
H -3.648 -1.292 2.125 -0.171 -0.077 -0.103
H -4.190 6.362 0.392 -0.850 -0.692 1.147
H -5.712 5.593 1.060 -0.022 -0.219 -0.575
H -0.043 1.110 3.021 0.285 0.792 0.319
H -3.012 3.131 5.477 0.057 0.073 -0.637
H -3.195 -1.970 -2.212 0.222 -0.419 -0.513
H 4.955 0.214 -2.952 -0.111 0.232 -0.271
H 1.357 -0.279 -3.795 0.412 0.541 -0.905
H 1.360 0.126 4.946 -0.307 0.529 0.539
H 1.532 -2.247 5.220 -0.098 0.221 -1.092
H 1.108 3.334 -0.159 -0.414 0.212 -0.166
H -7.173 -3.474 1.230 0.031 -0.495 0.087
H -2.747 -2.877 -4.499 -0.217 0.091 -0.572
H -6.039 -1.968 2.696 0.841 -0.174 -1.007
H 5.636 -3.589 -1.352 0.035 -0.546 0.342
H 1.530 0.001 -6.344 -0.274 -0.120 -0.266
H 2.390 -1.208 0.278 0.789 -0.295 -1.182
H 1.588 -4.556 3.846 -0.349 -0.014 -0.422
H 1.661 5.081 1.579 1.397 -0.473 -0.979
H 0.872 -5.911 2.040 -0.322 -0.360 -0.492
H -2.561 1.393 2.513 0.256 -0.417 0.512
H 3.651 3.629 -5.952 0.169 0.214 0.636
H -4.836 6.620 2.090 0.669 -0.306 -0.081
H 1.401 -3.542 -3.310 -0.592 0.009 -0.039
H -0.708 -4.838 0.198 0.005 -0.233 -0.058
H 0.740 -3.081 -0.958 -0.054 0.119 -0.664
H 5.753 3.693 1.455 -0.119 -0.183 -0.265
H -1.967 1.927 4.697 -0.040 1.050 -0.061

63
Properties=species:S:1:pos:R:3:forces:R:3 method="wB97M-V/def2-TZVPD" orbital_gap_ev=6.7 e_homo_ev=-11.5 e_above_lowest_kj_mol=46.9 spin_multiplicity=1 total_charge=+1 total_energy_ev=-50896.8413
I -1.074 -0.101 0.751 0.287 -0.722 0.384
O -1.268 -1.309 -4.730 1.007 0.192 -0.020
O 1.336 2.100 3.389 -0.289 -0.736 -0.867
O 1.975 -1.488 1.802 -0.475 0.505 0.285
O 2.172 -0.087 3.531 -0.915 0.271 -0.954
O 0.267 2.807 1.549 0.129 -0.802 0.569
C -0.957 -4.536 1.115 -0.118 0.453 0.072
C 3.878 4.554 -0.724 -0.347 -0.327 0.072
C 3.770 2.248 0.016 -0.254 -0.320 0.190
C 1.860 3.255 -1.076 0.523 0.262 0.077
C 1.005 -1.100 -1.891 0.242 -0.054 0.519
C -5.070 -0.590 -3.203 -0.035 0.105 0.062
C -2.519 -2.442 2.127 -0.229 0.275 0.162
C -2.826 -3.767 2.460 0.304 0.002 -0.327
C 1.612 -0.443 2.311 1.017 -1.168 0.098
C 2.443 1.411 5.411 -0.166 -0.127 -0.501
C 4.460 3.451 -0.082 0.101 -0.025 -0.057
C 0.084 0.543 -3.937 0.364 -0.079 0.023
C -0.269 -0.804 -3.888 -1.443 -0.324 0.121
C -2.049 -4.813 1.942 -0.031 0.259 -0.002
C -0.634 -3.205 0.801 0.185 -0.035 -0.264
C 0.176 0.486 4.806 -0.066 -0.024 0.133
C 0.290 -1.658 -2.922 -0.450 0.075 -0.536
C 1.823 0.805 -0.562 1.983 -0.249 -0.762
C 2.468 2.105 -0.528 -0.094 0.856 0.289
C -2.597 -1.049 -4.358 0.024 0.140 0.623
C 0.733 1.861 2.160 -0.648 1.740 0.239
C -3.366 -2.141 -3.943 0.253 0.570 0.184
C -3.080 0.261 -4.302 -0.041 -0.380 0.175
C -1.439 -2.183 1.289 0.137 -0.136 0.391
C 1.511 0.970 4.271 0.350 0.145 -0.035
C -4.591 -1.896 -3.322 0.088 0.033 -0.340
C 0.905 1.065 -2.942 -0.598 0.041 0.210
C -4.327 0.481 -3.706 0.139 -0.013 -0.179
C 1.237 0.298 -1.791 -0.449 -0.210 -0.071
C 0.781 0.523 1.595 -0.393 0.164 0.895
C 2.565 4.459 -1.201 0.036 -0.560 0.202
H -5.163 -2.738 -2.936 0.022 0.214 -0.123
H -4.702 1.505 -3.636 0.038 -0.398 -0.020
H 1.416 -1.755 -1.119 -0.189 0.285 -0.066
H 5.469 3.534 0.337 -0.465 -0.074 -0.221
H 4.432 5.488 -0.825 -0.167 -0.292 0.053
H 2.631 0.565 6.085 -0.055 0.200 -0.268
H -3.672 -3.980 3.115 0.274 0.113 -0.221
H -0.472 0.134 3.991 0.069 0.088 0.308
H 3.392 1.774 5.003 -0.219 -0.098 0.080
H 0.059 -2.724 -2.965 0.132 0.317 0.029
H -3.118 -1.617 2.513 0.094 -0.296 -0.027
H 0.239 -2.979 0.195 -0.231 -0.121 0.147
H 1.230 2.091 -3.047 -0.063 -0.091 0.128
H -2.475 1.081 -4.694 -0.331 -0.272 0.211
H -0.345 -5.345 0.709 -0.190 0.321 0.188
H 4.234 1.381 0.504 -0.124 0.381 -0.222
H 2.233 0.046 0.090 0.456 -0.082 -0.614
H -6.033 -0.403 -2.721 0.347 -0.070 -0.174
H 0.355 -0.331 5.517 -0.093 0.128 -0.279
H -0.309 1.306 5.351 0.038 -0.208 -0.254
H -0.304 1.164 -4.750 0.382 -0.218 0.309
H 0.824 3.199 -1.376 -0.009 0.141 0.016
H 1.962 2.214 5.983 0.102 -0.193 -0.218
H 2.084 5.313 -1.666 0.059 -0.081 0.126
H -2.295 -5.848 2.187 0.084 0.354 -0.066
H -2.959 -3.142 -4.062 -0.090 0.156 0.117

20
Properties=species:S:1:pos:R:3:forces:R:3 method="wB97M-V/def2-TZVPD" orbital_gap_ev=7.4 e_homo_ev=-6.7 e_above_lowest_kj_mol=507.2 spin_multiplicity=1 total_charge=0 total_energy_ev=-8928.7544
O -1.155 1.285 -1.145 0.094 -0.122 0.222
N 1.548 2.284 -0.061 -0.143 -0.353 0.883
C -0.477 -2.127 1.103 0.132 0.023 -0.111
C -0.170 0.557 -0.592 -1.363 -1.619 0.947
C 0.346 0.845 0.672 1.918 2.493 -1.302
C -1.125 -0.776 0.923 -0.286 -0.043 -1.095
C 0.498 -0.338 -1.579 -0.191 -0.126 0.198
H 1.100 2.962 -0.678 -0.096 -0.225 0.089
H 1.333 -0.866 -1.128 0.009 0.030 0.022
H 0.376 -2.076 1.784 0.020 0.003 -0.042
H 1.163 0.259 1.057 -0.143 -0.128 0.085
H -1.454 -0.346 1.868 0.221 0.282 -0.058
H -1.507 1.916 -0.504 0.100 0.004 -0.042
H -1.169 -2.866 1.522 -0.001 0.100 -0.010
H -0.126 -2.536 0.151 0.015 0.005 0.044
H -0.225 -1.065 -1.956 0.016 0.012 -0.042
H 2.328 1.896 -0.590 -0.154 -0.070 0.078
H -0.160 1.533 1.331 -0.061 -0.180 0.051
H 0.854 0.253 -2.422 -0.001 0.064 0.063
H -1.978 -0.794 0.246 -0.085 -0.151 0.020